<a>
C10H18N3O | the ωB97M-V functional and the def2-TZVPD basis

Atoms and positions in Å:
1 C 2.274 -2.664 -0.130
2 C -0.796 -1.752 1.897
3 C 0.071 -2.469 1.095
4 C -0.473 -0.469 2.343
5 C 1.261 -1.886 0.647
6 C 0.720 0.102 1.935
7 C 1.525 -0.579 1.027
8 O -1.417 0.095 3.163
9 H -1.707 -2.224 2.238
10 H -0.201 -3.492 0.861
11 H -1.076 0.792 3.739
12 H 0.931 1.068 2.388
13 H 2.965 -3.100 0.593
14 H 2.839 -2.094 -0.854
15 H 2.348 -0.031 0.581
16 H 1.814 -3.552 -0.561
17 C 0.429 1.256 -2.081
18 C -0.096 1.727 -3.428
19 C -1.260 1.336 -0.244
20 N -0.291 1.878 -0.957
21 N -1.864 2.033 0.723
22 N -1.747 0.131 -0.547
23 H 0.399 0.193 -1.905
24 H 1.468 1.545 -1.957
25 H -1.177 1.774 -3.446
26 H 0.262 1.122 -4.246
27 H -0.165 2.870 -0.826
28 H -1.641 3.005 0.882
29 H -2.171 1.525 1.543
30 H -1.158 -0.570 -0.971
31 H -2.373 -0.287 0.126
32 H 0.307 2.718 -3.628

Computed properties:
**E_HOMO**: -0.43517 Eh
**2S+1**: 1
**Net charge**: +1

Atom charges from the natural (NBO) analysis, given in e for atoms 1 to 8: number 1, C, carries -0.636; number 2, C, carries -0.275; number 3, C, carries -0.198; number 4, C, carries 0.268; number 5, C, carries -0.056; number 6, C, carries -0.313; number 7, C, carries -0.150; number 8, O, carries -0.699

---

<b>
C10H18N3O | the ωB97M-V functional and the def2-TZVPD basis

Atoms and positions in Å:
1 C -0.348 -2.619 -1.437
2 C 0.428 -2.238 -0.217
3 C -1.319 -1.131 -3.181
4 N -0.338 -1.517 -2.401
5 N -2.535 -1.731 -3.304
6 N -1.013 -0.392 -4.330
7 H -0.070 -3.607 -1.832
8 H -1.414 -2.761 -1.163
9 H 1.547 -2.420 -0.214
10 H 0.023 -2.692 0.737
11 H 0.549 -0.990 -2.388
12 H -2.983 -2.239 -2.553
13 H -3.120 -1.729 -4.116
14 H -0.434 0.449 -4.086
15 H -1.870 -0.057 -4.777
16 H 0.537 -1.165 0.015
17 C 1.547 -0.533 2.931
18 C 1.266 3.264 2.544
19 C 0.165 3.342 1.717
20 C 1.628 1.945 2.990
21 C 0.973 0.799 2.583
22 C -0.370 2.165 1.076
23 C 0.045 0.937 1.529
24 O -0.245 4.532 1.279
25 H 1.961 4.004 2.913
26 H 2.538 1.894 3.572
27 H -1.019 2.208 0.215
28 H -0.788 5.156 1.759
29 H 2.112 -1.129 2.186
30 H 0.728 -1.297 3.139
31 H -0.351 0.100 0.967
32 H 2.170 -0.549 3.847

Computed properties:
**E_HOMO**: -0.39493 Eh
**2S+1**: 1
**Net charge**: +1

Atom charges from the natural (NBO) analysis, given in e for atoms 1 to 8: number 1, C, carries -0.230; number 2, C, carries -0.675; number 3, C, carries 0.684; number 4, N, carries -0.520; number 5, N, carries -0.779; number 6, N, carries -0.758; number 7, H, carries 0.239; number 8, H, carries 0.200

---

The winner here is <a>, beating the second structure by 0.0807 hartree.

---

<a>
C8H16Si | the ωB97M-V functional and the def2-TZVPD basis

Atoms and positions in Å:
1 C 0.874 -3.706 0.932
2 C 0.307 -2.783 0.444
3 C 1.934 0.798 -0.559
4 C 0.105 2.385 0.249
5 C 0.763 0.514 1.615
6 C -0.922 -0.669 -2.402
7 C -2.291 -0.509 0.474
8 C 0.580 0.924 0.197
9 Si -0.661 -0.439 -0.551
10 H 1.268 -4.622 1.455
11 H 2.243 -0.280 -0.658
12 H 1.857 1.246 -1.644
13 H 2.810 1.316 -0.131
14 H 0.695 3.081 1.036
15 H -0.861 2.377 0.805
16 H 0.015 2.932 -0.720
17 H 0.565 -0.562 1.647
18 H 1.777 0.729 1.950
19 H 0.026 1.013 2.258
20 H -1.234 0.234 -2.766
21 H -0.134 -1.293 -2.985
22 H -1.890 -1.250 -2.467
23 H -2.892 -1.092 -0.136
24 H -2.293 -0.885 1.475
25 H -2.641 0.541 0.482

Computed properties:
**E_HOMO**: -0.33502 Eh
**2S+1**: 1

Atom charges from the natural (NBO) analysis, given in e for atoms 1 to 8: number 1, C, carries -0.414; number 2, C, carries -0.387; number 3, C, carries -0.626; number 4, C, carries -0.619; number 5, C, carries -0.633; number 6, C, carries -1.194; number 7, C, carries -1.139; number 8, C, carries -0.494

---

<b>
C8H16Si | the ωB97M-V functional and the def2-TZVPD basis

Atoms and positions in Å:
1 C -0.694 0.158 0.057
2 C 0.460 -0.461 -0.060
3 C -2.843 0.234 1.132
4 C -1.377 0.340 1.404
5 C -0.863 -0.644 2.466
6 C -1.060 1.738 1.831
7 C 3.421 -0.701 -1.747
8 C 0.626 -0.550 -3.328
9 Si 1.534 -0.929 -1.655
10 H -1.189 0.746 -0.805
11 H 0.807 -0.988 0.860
12 H -3.268 1.030 0.639
13 H -3.500 -0.694 1.361
14 H -1.004 -0.294 3.521
15 H 0.318 -0.675 2.415
16 H -1.360 -1.669 2.350
17 H 0.031 1.719 1.981
18 H -1.644 1.991 2.776
19 H -1.313 2.537 1.137
20 H 3.551 0.333 -1.556
21 H 4.015 -1.471 -1.231
22 H 3.856 -0.722 -2.752
23 H -0.443 -0.781 -3.237
24 H 0.678 0.555 -3.300
25 H 1.261 -0.806 -4.259

Computed properties:
**E_HOMO (alpha / beta)**: -0.29349 / -0.22897 Eh
**2S+1**: 1

Atom charges from the natural (NBO) analysis, given in e for atoms 1 to 8: number 1, C, carries -0.144; number 2, C, carries -0.657; number 3, C, carries -0.264; number 4, C, carries -0.230; number 5, C, carries -0.599; number 6, C, carries -0.586; number 7, C, carries -1.125; number 8, C, carries -1.114

---

<c>
C8H16Si | the ωB97M-V functional and the def2-TZVPD basis

Atoms and positions in Å:
1 C 0.473 0.733 3.143
2 C 1.204 0.437 2.093
3 C -2.558 0.027 0.083
4 C 2.273 -1.613 -0.471
5 C 1.281 2.636 -0.026
6 C -2.503 -0.423 -1.403
7 C 1.311 -0.549 -1.031
8 C -2.005 -1.650 -1.582
9 Si 0.935 0.729 0.321
10 H 0.944 0.599 4.150
11 H -2.336 -0.813 0.661
12 H -1.901 0.759 0.454
13 H -3.546 0.319 0.317
14 H 1.913 -2.224 0.403
15 H 2.414 -2.418 -1.273
16 H 3.160 -1.168 -0.228
17 H 0.811 3.057 -1.067
18 H 0.663 3.077 0.774
19 H 2.317 2.877 -0.019
20 H -2.627 0.298 -2.154
21 H -0.624 1.084 3.237
22 H 0.402 -1.086 -1.276
23 H 1.915 -0.171 -1.839
24 H -1.838 -2.149 -2.509
25 H -2.080 -2.368 -0.759

Computed properties:
**E_HOMO**: -0.27654 Eh
**SMILES**: C=C=[Si](C)CC.C=CC
**2S+1**: 1

Atom charges from the natural (NBO) analysis, given in e for atoms 1 to 8: number 1, C, carries -0.448; number 2, C, carries -0.613; number 3, C, carries -0.641; number 4, C, carries -0.584; number 5, C, carries -1.096; number 6, C, carries -0.155; number 7, C, carries -0.895; number 8, C, carries -0.415

---

The winner here is <a>, beating the second structure by 0.0130 hartree.

---

<a>
C17H18N2O3S2 | the ωB97M-V functional and the def2-TZVPD basis

Atoms and positions in Å:
1 C -1.395 -4.139 2.171
2 C -1.372 -2.946 1.607
3 C -2.289 -1.821 1.980
4 N -2.772 -1.111 0.814
5 C -2.269 0.096 0.468
6 O -1.557 0.753 1.208
7 C -2.792 0.635 -0.821
8 C -4.155 0.567 -1.090
9 C -4.692 1.164 -2.216
10 C -3.861 1.844 -3.091
11 C -2.503 1.904 -2.849
12 C -1.953 1.304 -1.718
13 N -0.574 1.358 -1.493
14 S 0.309 -0.090 -1.469
15 O 0.835 -0.293 -2.792
16 O -0.519 -1.126 -0.927
17 C 1.667 0.295 -0.384
18 C 2.949 0.205 -0.890
19 C 4.033 0.487 -0.078
20 C 3.819 0.860 1.245
21 C 2.516 0.951 1.741
22 C 1.438 0.668 0.929
23 H 0.425 0.742 1.292
24 H 2.366 1.245 2.768
25 S 5.109 1.245 2.377
26 C 6.633 1.011 1.417
27 H 6.657 1.704 0.581
28 H 6.708 -0.019 1.083
29 H 7.445 1.236 2.102
30 H 5.028 0.412 -0.485
31 H 3.082 -0.087 -1.920
32 H -0.106 1.984 -2.134
33 H -1.851 2.423 -3.537
34 H -4.271 2.322 -3.969
35 H -5.753 1.107 -2.405
36 H -4.803 0.064 -0.387
37 H -3.167 -1.678 0.080
38 H -1.745 -1.082 2.579
39 H -3.143 -2.189 2.560
40 H -0.679 -2.703 0.813
41 H -0.711 -4.919 1.882
42 H -2.091 -4.383 2.957

Computed properties:
**E_HOMO**: -0.31131 Eh
**SMILES**: C=CCNC(=O)c1ccccc1NS(=O)(=O)c1ccc(SC)cc1
**2S+1**: 1

Atom charges from the natural (NBO) analysis, given in e for atoms 1 to 8: number 1, C, carries -0.394; number 2, C, carries -0.190; number 3, C, carries -0.271; number 4, N, carries -0.601; number 5, C, carries 0.705; number 6, O, carries -0.652; number 7, C, carries -0.187; number 8, C, carries -0.169

---

<b>
C17H18N2O3S2 | the ωB97M-V functional and the def2-TZVPD basis

Atoms and positions in Å:
1 C -1.849 1.690 -2.967
2 H -2.605 1.624 -3.745
3 H -2.061 2.553 -2.342
4 H -0.876 1.820 -3.431
5 C -1.844 0.403 -2.147
6 N -0.802 0.353 -1.148
7 S 0.747 -0.008 -1.590
8 O 1.670 0.981 -1.106
9 O 0.747 -0.333 -2.983
10 C 1.035 -1.505 -0.643
11 C 1.974 -1.498 0.367
12 C 2.206 -2.648 1.117
13 C 1.455 -3.796 0.837
14 C 0.520 -3.790 -0.193
15 C 0.310 -2.645 -0.939
16 H -0.399 -2.626 -1.749
17 H -0.027 -4.696 -0.400
18 S 1.728 -5.274 1.753
19 C 2.266 -4.505 3.309
20 C 3.399 -3.524 3.098
21 O 4.374 -3.478 3.809
22 N 3.215 -2.645 2.075
23 H 3.905 -1.908 2.001
24 H 2.591 -5.304 3.972
25 H 1.409 -3.989 3.750
26 H 2.537 -0.595 0.547
27 C -1.018 0.902 0.172
28 C -1.327 2.378 0.177
29 C -0.350 3.290 -0.204
30 C -0.633 4.644 -0.228
31 C -1.891 5.100 0.132
32 C -2.866 4.196 0.516
33 C -2.586 2.840 0.537
34 H -3.351 2.137 0.836
35 H -3.849 4.546 0.798
36 H -2.111 6.157 0.113
37 H 0.130 5.347 -0.528
38 H 0.624 2.924 -0.492
39 H -1.833 0.345 0.654
40 H -0.094 0.716 0.724
41 H -2.803 0.261 -1.641
42 H -1.668 -0.441 -2.819

Computed properties:
**E_HOMO**: -0.31845 Eh
**SMILES**: CCN(Cc1ccccc1)S(=O)(=O)c1ccc2c(c1)NC(=O)CS2
**2S+1**: 1

Atom charges from the natural (NBO) analysis, given in e for atoms 1 to 8: number 1, C, carries -0.623; number 2, H, carries 0.211; number 3, H, carries 0.216; number 4, H, carries 0.221; number 5, C, carries -0.213; number 6, N, carries -0.703; number 7, S, carries 2.344; number 8, O, carries -0.951

---

The winner here is <b>, beating the second structure by 0.0339 hartree.

---

<a>
C3H10NP | the ωB97M-V functional and the def2-TZVPD basis

Atoms and positions in Å:
1 C -1.368 -1.037 -0.576
2 C 0.376 1.610 0.076
3 C -0.723 -0.596 0.730
4 N 0.401 0.209 0.670
5 P 1.770 -0.747 -0.405
6 H -1.557 -0.240 -1.280
7 H -0.728 -1.753 -1.266
8 H -2.210 -1.732 -0.440
9 H 1.070 2.259 0.733
10 H 0.520 1.730 -0.988
11 H -0.651 1.997 0.369
12 H -1.527 -0.073 1.243
13 H -0.390 -1.524 1.271
14 H 2.732 -0.724 0.550
15 H 2.286 0.622 -0.686

Computed properties:
**E_HOMO**: -0.30971 Eh
**SMILES**: CCN(C)P
**2S+1**: 1

Atom charges from the natural (NBO) analysis, given in e for atoms 1 to 8: number 1, C, carries -0.650; number 2, C, carries -0.448; number 3, C, carries -0.237; number 4, N, carries -0.616; number 5, P, carries 0.404; number 6, H, carries 0.207; number 7, H, carries 0.203; number 8, H, carries 0.220

---

<b>
C3H10NP | the ωB97M-V functional and the def2-TZVPD basis

Atoms and positions in Å:
1 C 1.302 0.703 -0.422
2 C 0.472 -1.230 1.198
3 C 0.120 0.077 0.346
4 N -0.980 -0.357 -0.453
5 P -1.737 0.819 -1.462
6 H 1.655 0.048 -1.162
7 H 0.879 1.592 -1.041
8 H 2.210 1.046 0.229
9 H 1.395 -1.686 1.055
10 H -0.299 -2.038 1.083
11 H 0.478 -0.884 2.315
12 H -0.407 0.832 1.047
13 H -0.448 -1.049 -1.081
14 H -2.920 0.334 -1.337
15 H -1.721 1.793 -0.314

Computed properties:
**E_HOMO**: -0.30712 Eh
**SMILES**: CC(C)NP
**2S+1**: 1

Atom charges from the natural (NBO) analysis, given in e for atoms 1 to 8: number 1, C, carries -0.638; number 2, C, carries -0.624; number 3, C, carries -0.049; number 4, N, carries -0.901; number 5, P, carries 0.505; number 6, H, carries 0.202; number 7, H, carries 0.214; number 8, H, carries 0.224

---

<c>
C3H10NP | the ωB97M-V functional and the def2-TZVPD basis

Atoms and positions in Å:
1 C 2.030 -0.563 -0.838
2 C -1.599 -0.070 1.376
3 C -1.751 0.903 -1.162
4 N 1.679 -0.281 0.556
5 P -1.244 1.417 0.336
6 H 2.955 -1.248 -0.815
7 H 1.235 -1.220 -1.181
8 H 2.156 0.339 -1.446
9 H -1.809 -0.907 0.711
10 H -2.508 0.152 2.035
11 H -0.704 -0.297 2.001
12 H -2.189 -0.073 -1.286
13 H 0.825 0.271 0.565
14 H -1.496 1.528 -1.923
15 H 2.418 0.049 1.072

Computed properties:
**E_HOMO**: -0.33048 Eh
**SMILES**: C=PC.CN
**2S+1**: 1

Atom charges from the natural (NBO) analysis, given in e for atoms 1 to 8: number 1, C, carries -0.417; number 2, C, carries -0.970; number 3, C, carries -0.822; number 4, N, carries -0.848; number 5, P, carries 0.665; number 6, H, carries 0.192; number 7, H, carries 0.193; number 8, H, carries 0.175

---

The winner here is <b>, beating the second structure by 0.0031 hartree.